{
  "formula": "C5H9F4NO4PtS2",
  "method": "ωB97M-V with the def2-TZVPD basis set",
  "e_lumo_ev": -15.0723,
  "charge": 2,
  "energy_ha": -1865.5761,
  "orbital_gap_ev": 2.2,
  "e_homo_ha": -0.6331,
  "symbols": ["C", "C", "C", "C", "N", "S", "O", "O", "F", "S", "O", "O", "C", "F", "F", "F", "H", "H", "H", "H", "H", "H", "H", "H", "H", "Pt"],
  "coordinates": [[3.17298, -0.19983, 0.40615], [1.66302, 0.12231, 0.04543], [1.46787, 0.69320, -1.48792], [0.69478, -1.18036, 0.12080], [-0.68299, -0.69697, -0.22600], [-1.55632, -1.78730, -1.23958], [-0.91915, -1.66494, -2.60571], [-2.99961, -1.38258, -1.41834], [-1.37120, -3.35786, -0.75297], [-1.58710, -0.18538, 1.15090], [-2.73367, -1.06800, 1.50753], [-0.70927, -0.03664, 2.37012], [-2.12956, 1.59233, 0.75311], [-0.96366, 2.38568, 0.78680], [-2.63977, 1.62559, -0.53469], [-3.07600, 2.10876, 1.69535], [3.22469, -0.30292, 1.55697], [3.53563, -1.16926, -0.06230], [3.84430, 0.69816, 0.16261], [1.24312, 0.91946, 0.75607], [1.48363, -0.24044, -2.15150], [2.28620, 1.43623, -1.73644], [0.45377, 1.19873, -1.62071], [1.11634, -1.89340, -0.67878], [0.77431, -1.73276, 1.11152], [-3.59231, 4.11819, 2.09156]],
  "forces_ev_per_angstrom": [[-1.0, 0.4, 0.1], [-0.1, -0.8, 0.9], [-0.2, 0.1, -0.7], [2.9, 0.9, -0.5], [-1.2, -1.5, 1.3], [-3.3, 0.1, -7.3], [-0.4, -0.8, 4.7], [4.3, -1.4, 2.5], [-0.2, 3.6, -0.1], [-0.4, -3.9, 7.3], [2.2, 2.8, -2.6], [-1.5, 0.7, -4.5], [2.1, 1.2, -3.7], [-3.4, -1.6, 0.2], [0.7, 0.4, 3.5], [1.0, -0.7, -1.0], [0.0, 0.0, -1.4], [-0.3, 1.3, 0.5], [-0.9, -1.4, 0.2], [0.7, -0.8, -1.0], [0.2, 1.4, 0.7], [-0.9, -1.1, 0.3], [1.3, -0.7, 0.4], [-1.2, 0.9, 0.9], [-0.4, 0.8, -0.9], [0.0, 0.1, 0.0]]
}